(1)
82
Properties=species:S:1:pos:R:3 method="wB97M-V/def2-TZVPD" homo_energy_ha=-0.495 lumo_energy_ev=-8.60 total_charge=+2 gap_ev=4.873
H 1.5867 -3.8962 4.4093
C 2.8012 1.5354 -2.1560
H 0.4269 3.4533 -1.4320
C -0.5856 -4.5472 -1.0083
H 1.1544 7.1342 0.3679
O 4.1567 -0.2653 -1.2099
C 3.3235 2.9309 -2.4368
H -1.0785 -0.7739 -2.9795
O 1.6464 -3.8261 -0.2131
H -3.0655 0.2537 4.4499
C -4.8778 1.3570 2.5106
H -2.4737 -5.6979 -0.4820
C 1.6931 -1.7395 4.2907
H 1.7979 3.4269 0.4503
H -3.0144 -1.7584 -5.0149
C 0.6181 -4.5365 -0.1087
H 0.2542 3.4327 1.3328
H -0.3747 -5.1606 -1.8907
O -5.9094 1.9346 2.5234
H -0.1869 0.7716 -0.9564
O -1.1028 -3.6773 3.2449
H 4.9305 2.6987 -3.9039
C -3.4649 -0.4472 2.4856
H -3.5470 -1.4588 2.8814
H -2.9778 2.3711 2.2527
H 1.1098 0.6856 1.1613
O 0.4636 -5.2555 0.9313
O -0.6147 -1.9283 4.5252
H -2.3878 1.2161 -4.9127
C 1.2295 -3.1091 3.7379
Y 3.3085 -2.3389 -0.6689
C -1.6667 -5.0882 -0.0887
H -2.8938 -0.5737 1.5537
H 1.7055 -1.0422 3.4503
C 4.0698 0.7856 -1.8777
H 0.2821 6.3785 -1.6258
H 0.3087 -0.8459 1.5646
O -0.6847 -1.8842 -6.7355
C -3.5419 1.8620 3.0433
O 5.1119 1.4017 -2.2740
H 5.4939 3.4388 -2.4048
O 1.1087 5.2275 1.1661
H 2.2645 1.0976 -3.0008
C 1.4900 6.1250 0.1454
H -0.8732 4.3512 -0.7643
H -0.7968 -3.5396 -1.3686
H 1.5733 -3.3612 2.7364
H -1.2860 0.4327 0.3815
H 1.6980 5.3106 -1.8697
H -2.8041 -0.3844 -3.1382
C -1.5179 0.6523 -4.5742
O -4.7764 0.0466 2.1721
C 0.8942 5.5967 -1.1926
O -0.8887 0.0962 -5.7407
H 2.5861 6.1544 0.0812
C -0.4539 0.0329 -0.1929
C 0.7186 -0.2453 0.7369
H -1.6597 -2.6571 -4.3310
C -2.8301 0.5781 3.4344
H 2.1597 1.5060 -1.2757
C 0.2162 4.3023 -0.7638
H -0.7610 -6.9217 0.7720
C -1.9736 -1.6808 -4.6825
C -1.1623 -1.2210 -5.8710
H -2.1523 -4.2775 0.4602
H -1.7475 0.4993 3.3250
C -0.8603 -5.8566 0.9789
H -0.7127 -0.8796 -0.7301
C -0.2748 -3.0169 3.7977
H -3.7225 2.6189 3.7986
H 0.3858 -0.3912 5.5021
H 0.6377 -1.9379 6.1858
O 1.7323 -0.9978 0.1093
H 3.1420 3.6230 -1.6178
H -0.7949 1.3550 -4.1636
C 0.8387 3.9675 0.5853
C -1.8751 -0.5228 -3.6845
H 2.8197 3.3838 -3.2922
C 4.7808 2.7407 -2.8280
H 2.6633 -1.8438 4.7665
C 0.5350 -1.4306 5.2205
H -1.3447 -5.7495 1.9396


(2)
69
Properties=species:S:1:pos:R:3 method="wB97M-V/def2-TZVPD" homo_energy_ha=-0.301 lumo_energy_ev=-0.20 relative_energy_kcal_mol=0.0 smiles=COCCNCCOC.COCCNCCOC.O.O.O.O.O.O.O gap_ev=7.978
H 2.9235 1.9457 -1.7765
O -0.8602 4.8164 -1.1393
H -2.8536 0.3650 0.6242
H -2.9136 -2.8077 1.0035
H 1.4033 4.4424 -2.1109
H -1.9670 5.8698 0.2634
O -0.2136 -0.4444 0.7862
H 2.3461 4.1619 -0.6358
O -2.2456 0.9588 0.1649
H 4.9040 -4.5698 0.9612
H 2.1846 2.2547 1.9296
H 0.0656 2.4315 -1.2790
H -2.0300 -4.8155 -0.3438
H 3.1886 0.5254 0.8952
H 0.7994 1.5019 3.3589
H -1.9655 2.1878 1.6564
H 2.1511 -2.4778 0.0963
H -0.4878 -2.4494 0.3822
H 4.2236 -2.9719 1.3030
O 2.9731 -4.3317 0.3764
H 4.4357 -0.0221 1.5992
H 0.6821 5.7789 -0.1807
H -2.5731 5.8577 -1.4316
H -5.8574 -3.0036 -1.4291
O -2.0762 2.4967 2.5743
H -4.5776 -1.7877 -1.7698
C -2.8831 -2.9026 -0.0866
N 1.0598 2.5834 -1.1648
H 0.5340 -1.6206 -3.5419
H 1.6109 -0.0824 -1.1482
H -1.2025 6.8608 -0.9858
C 1.8819 1.8382 -2.1039
H 0.7086 -5.1057 -0.1218
C 0.3018 4.7633 -0.3450
H -1.5320 -3.6637 -1.5881
C -5.0025 -2.4666 -1.0231
H -5.3542 -1.9088 -0.1461
H -2.7597 1.3556 -0.5476
H -2.7246 -1.8954 -0.5159
H 1.4244 2.2234 0.5636
H -0.3536 -1.3060 2.5357
C 1.3691 4.0015 -1.1022
C 4.0040 -4.0464 1.2794
C -1.7132 -3.7780 -0.5043
H -2.5336 3.3404 2.5197
O -4.0561 -3.4401 -0.6659
O 0.2471 0.2356 -2.6581
H -0.1188 -0.6310 3.8629
H 0.6138 0.0524 0.8748
O 3.8637 -0.1661 0.8397
H 1.6326 -3.2620 1.5916
C 0.6954 -4.0120 -0.2130
O -0.2050 -1.5117 3.4692
H -0.8055 0.1534 0.3068
H 0.0886 4.2862 0.6209
C 1.8777 -3.4503 0.5406
C -1.6911 5.8937 -0.7969
H 3.7360 -4.3785 2.2900
O 1.5888 1.7100 1.4014
H 2.2930 -0.1380 -2.7505
H -0.0514 -1.6343 -1.8242
O 0.0463 1.2830 3.9185
C 1.5392 0.3858 -2.1387
C -0.1100 -1.1429 -2.7993
H 1.8456 2.2810 -3.1094
H -1.1372 -1.1561 -3.1570
H 0.8151 -3.8480 -1.3049
H -0.6660 1.8477 3.5669
N -0.5366 -3.4612 0.2835


(3)
15
Properties=species:S:1:pos:R:3 method="wB97M-V/def2-TZVPD" homo_energy_ha=-0.301 lumo_energy_ev=0.96 relative_energy_kcal_mol=67.5 gap_ev=9.152
C 2.4154 0.6235 0.2276
H -2.8359 -1.7177 0.3568
C -1.8178 -1.2333 0.5993
H 3.4923 0.2288 0.2694
S 1.3650 -0.7780 -0.1227
H -2.1082 -0.3649 1.1723
H -2.0247 1.4739 -0.8651
N -1.5368 1.7888 0.0020
N -0.2981 1.1592 0.1734
C -0.2283 -0.0559 -0.2091
H 2.0690 0.9782 1.1813
H -1.1385 -1.8948 1.1436
H 2.3529 1.4389 -0.5384
O -1.2159 -0.8853 -0.6961
H -1.2909 2.7452 -0.1224


(4)
54
Properties=species:S:1:pos:R:3 method="wB97M-V/def2-TZVPD" homo_energy_ha="-0.505 / -0.539" lumo_energy_ev="-6.25 / -9.91" relative_energy_kcal_mol=20.0 multiplicity=5 total_charge=+2 gap_ev="7.497 / 4.763"
Br -2.7693 1.1502 -7.0287
O -3.9419 -0.5890 -0.6638
H -2.6805 -1.6751 3.1984
H 1.6299 -2.9041 -1.4275
C -2.8171 -0.3167 -2.6911
H -4.6784 0.7292 -2.4843
C -2.3445 -1.4524 2.1850
C -0.6054 0.1507 2.8544
C 0.8381 2.1129 3.0122
N 2.0407 -1.1270 -0.3940
H 1.7957 -1.4634 -2.4606
C -3.8748 0.9392 -4.4576
H -4.6753 1.5502 -4.8513
N -0.9016 -1.1083 2.1889
C -2.7956 0.5760 -5.3046
H -2.4883 -2.3286 1.5602
C 2.4332 0.2556 -0.6012
C 1.8090 1.1915 0.2512
H 0.9208 -1.9169 2.8919
H 3.2869 3.9976 -0.9116
C 2.1188 2.5477 0.1322
H 4.4267 2.3399 -2.3370
H 2.4094 -2.7155 0.9397
C -3.8761 0.4939 -3.1700
C 3.0557 2.9469 -0.8064
C 2.1878 -1.9835 -1.5886
H 2.6960 -1.0928 1.6169
H 1.6583 2.7076 2.6438
H -0.5088 -2.3977 3.8260
C 2.7990 -1.7197 0.7357
N 0.8470 0.6111 1.0631
H -2.9211 -0.6293 1.7720
C 0.3834 0.9966 2.2762
H -1.9382 -0.1476 4.5014
H 3.2352 -2.2385 -1.7634
C -0.7706 1.6337 4.7308
C -1.7306 -0.2480 -4.8309
C 3.3690 0.6625 -1.5278
H 3.8660 -0.0520 -2.1688
H -1.2245 1.8855 5.6793
C -0.1251 -2.2042 2.8218
Pt -0.1820 -0.8880 0.0426
O -1.9211 -1.5232 -0.8047
H 0.5914 3.2923 4.7689
H -0.9369 -0.5183 -5.5136
H 1.5912 3.2879 0.7134
C 3.6843 2.0152 -1.6210
H -0.2288 -3.1048 2.2191
C -1.7560 -0.6860 -3.5388
C -1.1828 0.4854 4.0580
H 3.8555 -1.7914 0.4682
C 0.2508 2.4277 4.2164
H -0.9909 -1.3497 -3.1598
C -2.9135 -0.8153 -1.2603


Results for energy: -1957.2168, -1420.6865, -701.9699, -3898.2346 (in Ha, following the order of the records).